{"formula": "C49H60BCoGeN3O4Sb2", "method": "the ωB97M-V functional and the def2-TZVPD basis", "spin_multiplicity": 5, "total_charge": 1, "de_lowest_kcal_mol": 18.0, "largest_force_ev_per_a": 0.96, "s_squared": 6.02, "orbital_gap_ha": [0.2354, 0.2770], "elements": ["Co", "N", "C", "C", "C", "C", "C", "N", "C", "C", "C", "C", "C", "N", "H", "H", "H", "H", "H", "H", "H", "H", "H", "C", "Sb", "C", "C", "C", "C", "C", "C", "C", "C", "C", "Sb", "C", "C", "H", "H", "H", "H", "H", "H", "H", "H", "H", "H", "H", "H", "H", "H", "H", "H", "H", "H", "H", "H", "O", "C", "O", "C", "C", "Ge", "C", "C", "C", "C", "C", "C", "C", "C", "C", "C", "C", "C", "C", "C", "C", "C", "C", "C", "H", "H", "H", "H", "H", "H", "H", "H", "H", "H", "H", "H", "H", "H", "H", "H", "H", "H", "H", "C", "C", "C", "O", "B", "O", "C", "C", "C", "H", "H", "H", "H", "H", "H", "H", "H", "H", "H", "H", "H"], "positions_angstrom": [[0.394774, 0.296186, -0.036051], [3.408955, 0.570781, 0.727469], [2.995840, -0.760160, 0.802554], [3.929474, -1.685797, 1.275643], [3.572369, -3.008935, 1.368204], [2.296076, -3.401686, 0.969512], [1.433824, -2.433238, 0.523574], [1.763593, -1.129022, 0.459298], [2.830084, 1.684291, 0.183621], [3.424693, 2.961601, 0.674109], [2.587213, 4.591404, -0.470089], [1.690392, 3.935492, -1.464573], [1.375700, 2.642892, -1.472061], [1.843089, 1.581478, -0.649652], [4.132716, 0.786373, 1.393704], [4.920461, -1.351591, 1.551488], [4.283768, -3.736373, 1.735493], [1.979801, -4.433584, 1.007823], [0.435054, -2.680813, 0.188542], [4.087419, 2.773673, 1.517035], [2.587982, 5.674853, -0.561921], [1.233501, 4.549883, -2.230783], [0.678010, 2.285009, -2.220974], [-1.956110, -1.426593, 1.023281], [-2.359200, 0.188846, -0.535141], [-2.532284, 2.107607, -1.761340], [-3.985797, -0.920423, -1.449222], [-4.091150, -1.337780, -2.886067], [-4.323219, -0.365595, -3.857990], [-4.535868, -0.698198, -5.183875], [-4.536970, -2.036331, -5.558510], [-4.309843, -3.010727, -4.602412], [-4.076709, -2.688856, -3.262981], [-3.828187, -3.801973, -2.287284], [-1.723361, -4.077637, -1.848505], [-1.381007, -5.357661, -3.537533], [-2.044528, -5.646152, -0.424891], [-2.864485, -1.477456, 1.625058], [-1.131553, -1.163315, 1.687904], [-1.781801, -2.387701, 0.538990], [-3.536443, 2.492843, -1.597172], [-2.347351, 1.861035, -2.803801], [-1.788381, 2.785626, -1.346433], [-4.803396, -0.226464, -1.230129], [-4.101908, -1.761660, -0.770577], [-4.353075, 0.675801, -3.557351], [-4.725968, 0.077129, -5.914734], [-4.727589, -2.319074, -6.585614], [-4.333758, -4.055852, -4.890482], [-4.163349, -4.752957, -2.702788], [-4.347394, -3.660810, -1.340090], [-1.714252, -6.366939, -3.299415], [-0.327929, -5.381211, -3.814130], [-1.956091, -4.982751, -4.384442], [-2.811355, -6.327765, -0.791281], [-2.364216, -5.224402, 0.527875], [-1.119849, -6.200779, -0.268606], [1.509041, 1.355556, 2.519651], [0.332557, 1.691204, 2.404918], [-0.409497, 1.332636, 1.396736], [-0.363683, 2.522181, 3.458347], [0.557286, 3.448476, 4.257154], [1.098894, 5.121097, 3.371936], [2.577929, 4.910920, 2.105384], [3.739572, 5.558511, 2.253449], [4.899643, 5.518821, 1.345236], [5.027092, 4.835777, 0.204578], [3.993498, 3.930839, -0.401769], [2.299511, 4.005258, 0.942147], [1.596769, 6.440361, 4.705165], [1.747793, 6.107423, 6.049501], [2.104698, 7.070893, 6.984894], [2.314883, 8.381198, 6.583544], [2.167179, 8.729219, 5.247171], [1.809611, 7.764780, 4.316517], [-0.426946, 5.741211, 2.318248], [-0.284111, 6.179197, 1.002995], [-1.382401, 6.595957, 0.260603], [-2.646484, 6.584098, 0.830333], [-2.806924, 6.163332, 2.144046], [-1.706059, 5.745731, 2.877705], [-0.815108, 1.785550, 4.132989], [-1.191740, 3.055125, 2.991830], [1.444400, 2.902097, 4.579758], [0.032802, 3.765395, 5.162611], [3.860826, 6.200126, 3.120405], [5.741630, 6.131487, 1.646199], [5.954768, 4.935266, -0.346781], [4.352427, 3.480528, -1.325354], [1.304475, 3.570929, 1.012359], [1.590919, 5.086471, 6.379307], [2.217298, 6.797967, 8.026341], [2.590728, 9.132987, 7.311677], [2.325746, 9.752770, 4.932400], [1.686384, 8.050757, 3.276784], [0.700740, 6.213702, 0.550916], [-1.250015, 6.938774, -0.758276], [-3.504069, 6.912167, 0.257158], [-3.789985, 6.165190, 2.597445], [-1.850413, 5.424278, 3.904433], [-0.461669, 0.470305, -5.315144], [-0.358139, -0.714078, -4.369267], [-0.885247, -1.957873, -5.055110], [-1.260628, -0.420327, -3.247580], [-0.537769, -0.375978, -2.112119], [0.770327, -0.713241, -2.246500], [1.058923, -0.888485, -3.683716], [1.669157, -2.270068, -3.830492], [2.081980, 0.171719, -4.049579], [-1.481334, 0.519470, -5.697509], [0.217701, 0.356640, -6.160290], [-0.241862, 1.412414, -4.813534], [-1.915180, -1.779877, -5.361483], [-0.868138, -2.824328, -4.399295], [-0.294251, -2.186393, -5.943634], [1.025327, -3.035788, -3.399640], [2.627526, -2.294888, -3.310780], [1.844016, -2.505928, -4.880391], [1.704861, 1.182009, -3.907328], [2.391866, 0.060859, -5.089409], [2.960006, 0.045641, -3.415846]], "forces_ev_per_a": [[0.603, 0.308, 0.224], [-0.046, 0.015, 0.058], [0.036, 0.038, -0.063], [0.022, 0.007, -0.012], [-0.003, -0.037, 0.000], [0.018, 0.006, 0.004], [0.019, 0.011, -0.028], [-0.071, -0.014, 0.037], [0.064, -0.077, -0.007], [0.024, 0.022, -0.016], [-0.012, -0.022, -0.012], [0.054, 0.042, 0.009], [0.003, -0.065, 0.058], [-0.102, 0.018, -0.125], [-0.012, 0.003, 0.018], [-0.001, -0.003, -0.003], [-0.003, 0.000, -0.003], [0.007, 0.001, 0.005], [-0.010, 0.012, 0.008], [0.005, 0.008, 0.001], [-0.001, 0.000, -0.005], [-0.009, 0.006, 0.009], [-0.006, -0.009, 0.027], [0.039, -0.241, 0.191], [-0.017, 0.093, -0.221], [0.008, -0.082, 0.078], [-0.009, -0.034, -0.006], [0.023, 0.017, 0.070], [-0.020, 0.001, 0.016], [-0.007, -0.041, -0.004], [-0.005, 0.039, 0.009], [0.008, -0.011, 0.004], [0.016, -0.056, 0.027], [-0.007, 0.031, -0.072], [0.016, 0.053, -0.041], [-0.012, -0.010, -0.021], [-0.008, -0.008, 0.030], [-0.027, 0.078, -0.065], [0.000, 0.060, -0.094], [-0.006, 0.039, -0.033], [0.003, 0.008, -0.009], [0.003, 0.006, -0.024], [-0.008, 0.022, -0.030], [0.017, 0.002, 0.009], [-0.030, -0.017, 0.009], [-0.003, -0.004, -0.003], [0.000, -0.001, -0.003], [0.000, 0.002, -0.001], [0.000, 0.004, -0.001], [-0.013, 0.004, 0.009], [0.002, 0.004, 0.020], [-0.002, -0.001, -0.014], [-0.001, -0.017, 0.012], [0.015, -0.001, -0.004], [0.005, -0.004, 0.005], [-0.001, -0.020, -0.001], [-0.005, -0.005, 0.001], [-0.027, -0.005, 0.004], [0.053, -0.003, -0.053], [-0.087, -0.011, 0.026], [0.002, -0.006, 0.045], [-0.040, -0.063, -0.009], [-0.015, 0.009, -0.011], [-0.001, -0.078, -0.054], [0.067, 0.030, -0.067], [-0.057, 0.020, 0.070], [-0.010, -0.021, -0.024], [0.000, -0.012, 0.033], [0.020, 0.042, 0.031], [0.005, 0.071, 0.026], [0.044, 0.006, -0.008], [-0.003, -0.019, -0.006], [0.001, 0.009, 0.002], [-0.003, -0.009, -0.010], [-0.024, -0.010, 0.045], [-0.024, 0.026, -0.049], [-0.010, 0.014, 0.016], [0.003, -0.003, 0.008], [-0.002, 0.008, 0.002], [0.004, -0.008, 0.008], [0.017, -0.003, -0.012], [-0.032, 0.015, 0.008], [0.011, 0.011, -0.016], [0.007, 0.002, -0.007], [0.001, -0.026, 0.005], [0.009, -0.002, -0.002], [-0.008, 0.003, 0.006], [-0.002, 0.001, 0.000], [-0.004, -0.007, 0.001], [-0.011, -0.001, 0.004], [0.000, 0.006, 0.004], [0.000, 0.000, -0.002], [0.000, -0.001, -0.003], [0.000, -0.002, 0.002], [-0.003, 0.000, 0.001], [-0.002, -0.004, 0.000], [0.002, -0.002, 0.002], [0.000, -0.001, 0.001], [0.001, -0.001, 0.001], [0.000, 0.001, 0.000], [-0.010, 0.016, 0.006], [0.025, 0.038, 0.030], [0.015, 0.010, -0.038], [0.386, 0.195, -0.310], [-0.804, -0.438, 0.285], [-0.033, 0.075, -0.031], [-0.038, -0.014, 0.008], [-0.008, -0.010, 0.031], [0.020, -0.014, -0.042], [0.009, 0.005, 0.000], [-0.007, 0.004, -0.005], [0.003, -0.007, 0.001], [0.018, -0.005, 0.011], [-0.007, 0.003, 0.011], [-0.001, 0.002, 0.004], [-0.005, -0.001, -0.003], [-0.008, -0.004, 0.004], [0.006, 0.001, 0.003], [0.003, -0.016, -0.007], [-0.002, 0.004, 0.003], [0.003, -0.003, -0.005]]}